Record 1
Density functional theory data (ωB97M-V with the def2-TZVPD basis set) for 2 unconnected molecules or ions with the total composition C2H8 in a non-equilibrium geometry.

## Properties
Relative energy (zero: lowest compared OMol25 entry of this formula, charge and spin) = 0.142 eV
Orbital gap = 14.109 eV
E_HOMO = -12.973 eV
SMILES = C.C
F_max = 1.6 eV/Å

ORCA input file:
```
! RIJCOSX wB97M-V def2-TZVPD def2/J DEFGRID3
* xyz 0 1
C -0.71375 -0.70495 -1.91123
C 0.67704 0.70187 1.94365
H -1.08496 -1.69340 -2.18241
H -0.93094 -0.08136 -2.78151
H -0.26737 0.18897 1.81057
H 1.40089 0.03779 2.41754
H 0.49548 1.54552 2.60048
H -1.13085 -0.23962 -1.02965
H 0.36661 -0.84252 -1.93074
H 1.18784 1.08769 1.06331
*
```

---

Record 2
Density functional theory data (ωB97M-V with the def2-TZVPD basis set) for a gas-phase ion, C2HN4S (charge +1) in a non-equilibrium geometry.

## Properties
Relative energy (zero: lowest compared OMol25 entry of this formula, charge and spin) = 0.000 eV
Orbital gap = 8.944 eV
E_HOMO = -15.834 eV
SMILES = N#[N+]c1ncsn1
F_max = 6.2 eV/Å

ORCA input file:
```
! RIJCOSX wB97M-V def2-TZVPD def2/J DEFGRID3
* xyz 1 1
S -1.01765 1.72120 -0.00840
N 1.80152 -0.69250 0.02216
N 2.81562 -1.10685 0.00196
N 0.52251 1.28348 0.02244
N -0.55209 -0.78666 -0.00196
C -1.55279 0.05181 -0.00391
C 0.58172 -0.12990 -0.02880
H -2.59885 -0.34058 -0.00349
*
```

---

Record 3
Density functional theory data (ωB97M-V with the def2-TZVPD basis set) for 3 unconnected molecules or ions with the total composition C28H47N2O7S in a non-equilibrium geometry.

## Properties
Orbital gap (alpha / beta) = 7.869 / 7.449 eV
E_HOMO (alpha / beta) = -7.326 / -7.327 eV
F_max = 6.0 eV/Å

ORCA input file:
```
! RIJCOSX wB97M-V def2-TZVPD def2/J DEFGRID3
* xyz 0 2
S 0.16188 3.33783 -4.42204
O -0.42871 -1.38163 5.01389
O 1.70243 -2.06922 4.53672
O 5.67426 1.09846 -2.27870
O 1.04179 -1.68673 6.69453
O -7.37149 -0.54175 1.17404
O -5.10121 -0.78246 1.33770
O -6.02336 0.82602 -0.00569
N 5.13981 -0.00215 -1.72314
N -2.00290 -1.89330 -0.94939
C 1.72332 3.61376 -3.38787
C 3.34087 1.11638 -0.10841
C 5.92212 1.12051 0.40457
C -0.98346 -0.60573 1.11992
C -0.09232 -1.02863 7.23245
C 4.68588 -1.19176 0.61627
C 2.12281 0.69425 -1.10967
C 4.71952 0.18578 -0.29272
C 1.52164 3.32542 -1.78217
C 2.62147 0.16315 -2.58598
C -7.34280 0.99766 -0.49789
C 0.98761 1.84111 -1.38418
C -7.60092 2.44783 -0.85238
C -1.45210 -2.63844 -2.18136
C -1.44247 -2.04965 0.47775
C -2.28361 -2.18099 -3.54562
C 0.84780 -1.74256 5.34219
C -2.27054 -0.32735 6.16803
C 1.28242 -0.60285 -0.46582
C -3.37381 -1.07829 -3.01219
C 4.65003 -0.32626 -4.17686
C 3.94041 -2.23920 -2.52741
C -8.17517 0.49835 0.64401
C -1.15817 -1.35401 6.23036
C -3.14263 -0.95554 -1.38422
C -6.07724 -0.21690 0.87576
C 4.07734 -0.57369 -2.62078
C 0.64612 -0.31487 1.01149
H -6.85955 2.80118 -1.57691
H 2.60905 0.97149 -3.43055
H 0.67053 4.08870 -1.43288
H -8.60022 2.57760 -1.27790
H -0.55731 -3.42231 -2.09115
H -3.72831 -0.24774 -0.63454
H -1.59899 0.27128 0.59622
H -0.56802 -2.83516 0.37923
H -2.86652 -0.33595 7.08522
H 4.08275 -1.14846 -4.82918
H -7.45476 0.36588 -1.38761
H 0.86731 0.80092 1.33250
H 3.16066 -2.62184 -3.34241
H 5.88906 2.23742 0.05707
H 1.16872 -1.02924 1.78242
H 3.54804 -2.61136 -1.49154
H 1.94018 4.78533 -3.47560
H 5.01532 -2.73041 -2.69543
H -4.15338 -0.46978 -3.65395
H -1.87047 0.68167 6.01972
H 6.94895 0.64179 0.03208
H 1.88039 -1.60586 -0.51734
H 0.13121 0.04168 7.30256
H -0.32465 -1.41134 8.23007
H 2.49634 3.68957 -1.24958
H -9.14410 0.11053 0.31773
H -8.33452 1.24529 1.42960
H 3.72935 2.22724 -0.23045
H -2.92905 -0.52964 5.31663
H 5.10610 -0.91115 1.69754
H 3.08378 1.01585 1.05345
H 0.22153 1.99301 -0.48050
H -7.50856 3.09331 0.02797
H 5.79777 -0.63548 -4.22926
H 5.45162 -1.94605 0.14756
H -1.57673 -2.35460 6.39437
H 0.38856 2.10712 -5.06314
H -2.06750 -2.58286 -4.62506
H 0.35615 -0.74000 -1.20690
H 5.85799 1.13124 1.58096
H 4.45955 0.76084 -4.56362
H -1.33937 -0.62129 2.25900
H -2.29793 -2.56833 1.10372
H 1.82112 -0.65825 -2.91859
H 0.30688 1.42099 -2.27092
H 2.68859 3.10270 -3.85319
H 3.61578 -1.62817 0.79738
*
```

---

Record 4
Density functional theory data (ωB97M-V with the def2-TZVPD basis set) for a molecular structure, C2H10N3PtS in a non-equilibrium geometry.

## Properties
Relative energy (zero: lowest compared OMol25 entry of this formula, charge and spin) = 0.396 eV
Orbital gap (alpha / beta) = 2.989 / 7.505 eV
E_HOMO (alpha / beta) = -0.268 / -4.516 eV
F_max = 6.0 eV/Å

ORCA input file:
```
! RIJCOSX wB97M-V def2-TZVPD def2/J DEFGRID3
* xyz -1 3
Pt -0.98142 -0.20696 -0.30343
S -1.14163 0.50127 4.18740
N -0.34350 -0.36672 -2.24209
N -2.02296 -1.97792 -0.21639
N -1.46339 -0.21004 1.52543
C 2.96923 2.02952 0.55052
C -1.31811 0.09890 2.68210
H 2.03463 1.51471 0.30140
H -1.18092 -0.27112 -2.81839
H 3.23394 2.66130 -0.30548
H -2.13750 -2.48365 -1.09728
H 0.28374 0.38245 -2.53536
H 2.77960 2.62705 1.44682
H -2.94602 -1.70055 0.12033
H 3.69383 1.25067 0.75107
H 0.11407 -1.24164 -2.50287
H -1.57359 -2.60728 0.45622
*
```

---

Record 5
Density functional theory data (ωB97M-V with the def2-TZVPD basis set) for C4H8P2 in the gas phase in a non-equilibrium geometry.

## Properties
Relative energy (zero: lowest compared OMol25 entry of this formula, charge and spin) = 2.367 eV
Orbital gap = 7.299 eV
E_HOMO = -7.974 eV
SMILES = C/P=C/C=P/C
F_max = 3.6 eV/Å

ORCA input file:
```
! RIJCOSX wB97M-V def2-TZVPD def2/J DEFGRID3
* xyz 0 1
P 1.82289 -0.44970 -0.36460
P -2.32212 0.73714 -0.40702
C -3.42390 -0.73443 -0.01925
C 0.57309 0.64156 0.05730
C -0.83167 0.05402 0.07979
C 3.39561 0.44184 -0.00184
H 4.42745 -0.13776 -0.22463
H -3.10859 -1.35256 -0.98646
H -4.53224 -0.60655 -0.05876
H 3.63517 1.46245 -0.43025
H -0.73784 -0.97654 0.16116
H 3.41012 0.64109 1.09695
H 0.91230 1.70072 0.21249
H -3.22027 -1.42128 0.88513
*
```

---

Record 6
Density functional theory data (ωB97M-V with the def2-TZVPD basis set) for C3H5NO2 in the gas phase.

## Properties
Relative energy (zero: lowest compared OMol25 entry of this formula, charge and spin) = 0.004 eV
Orbital gap = 10.884 eV
E_HOMO = -10.202 eV
SMILES = CC(=O)NC=O
F_max = 0.5 eV/Å

ORCA input file:
```
! RIJCOSX wB97M-V def2-TZVPD def2/J DEFGRID3
* xyz 0 1
O -1.23628 -0.45758 1.14058
O -0.76534 -0.88388 -2.81912
N -0.07263 -0.12067 -0.78894
C 0.87346 0.68265 1.31538
C -0.25752 -0.00600 0.58787
C -0.95010 -0.79054 -1.62940
H -1.80787 -1.21759 -1.09074
H 0.74526 0.27751 -1.23290
H 1.66242 -0.04860 1.52490
H 0.49879 1.06852 2.26418
H 1.30981 1.49619 0.72819
*
```

---

no.,E (a.u.)
1,-80.9768
2,-693.6761
3,-2128.9751
4,-763.9351
5,-839.7985
6,-322.5742